Record 1
Below is C25H19Cl2N4O2Pt as an isolated structure, with properties calculated with wB97M-V/def2-TZVPD.

Geometry (Å):
1 Pt -0.015 0.357 -0.587
2 C -3.945 -2.489 -3.474
3 C -2.716 -2.883 -2.959
4 C -1.784 -1.944 -2.551
5 C -2.070 -0.575 -2.614
6 C -3.299 -0.183 -3.161
7 C -4.218 -1.131 -3.581
8 N -1.144 0.372 -2.185
9 N -1.166 1.552 -2.922
10 C -0.342 2.424 -2.453
11 C -0.131 3.709 -3.075
12 C 0.752 4.584 -2.551
13 C 1.490 4.249 -1.374
14 C 1.278 3.036 -0.803
15 N 0.388 2.141 -1.298
16 H -4.669 -3.225 -3.802
17 H -2.468 -3.937 -2.896
18 H -0.813 -2.256 -2.194
19 H -3.508 0.873 -3.246
20 H -5.165 -0.802 -3.994
21 H -0.699 3.922 -3.970
22 H 0.906 5.545 -3.029
23 H 2.203 4.932 -0.937
24 H 1.787 2.721 0.096
25 C -2.081 -2.695 1.625
26 C -0.814 -2.019 1.177
27 O -0.870 -1.440 0.077
28 C 1.774 -0.133 0.392
29 C 0.332 -2.105 2.085
30 C 4.073 -0.871 2.766
31 C 4.412 -0.585 1.562
32 C 4.231 -0.670 0.082
33 C 2.970 0.061 -0.434
34 O 3.027 0.506 -1.563
35 H -2.845 -2.596 0.855
36 H -2.422 -2.211 2.546
37 H -1.882 -3.737 1.866
38 H 4.178 -1.745 -0.124
39 H 1.974 -3.560 1.606
40 H 5.216 0.042 2.056
41 H 5.068 -0.206 -0.438
42 Cl 0.559 3.124 2.733
43 C 0.327 1.494 3.289
44 C -0.151 1.323 4.579
45 C -0.355 0.045 5.066
46 C -0.090 -1.043 4.249
47 C 0.347 -0.885 2.935
48 Cl 1.887 -2.310 1.081
49 C 0.600 0.419 2.435
50 N 1.168 0.764 1.184
51 H -0.343 2.197 5.187
52 H -0.708 -0.103 6.079
53 H -0.234 -2.054 4.606

The lowest unoccupied orbital energy is 2.37 eV. The charge is -1. The value obtained for the relative energy (zero: lowest compared OMol25 entry of this formula, charge and spin) is 0.0 kJ/mol. The largest force on an atom comes out at 0.76 eV/Å. The HOMO-LUMO gap comes out at 5.51 eV.

Record 2
Below is C25H19FN6STi as an isolated structure in a non-equilibrium geometry, with properties calculated with wB97M-V/def2-TZVPD.

Geometry (Å):
1 Ti 15.011 12.351 5.298
2 C 18.174 15.414 5.873
3 C 16.903 14.868 6.040
4 N 16.680 13.548 6.155
5 C 17.763 12.676 6.323
6 C 19.099 13.172 6.210
7 C 19.268 14.577 5.984
8 C 20.126 12.166 6.158
9 C 19.817 10.813 6.187
10 C 18.465 10.317 6.348
11 C 18.007 8.938 6.477
12 C 16.665 8.616 6.560
13 C 15.697 9.620 6.584
14 N 16.045 10.927 6.466
15 C 17.438 11.288 6.410
16 H 18.315 16.480 5.680
17 H 16.037 15.508 5.917
18 H 20.285 14.906 5.680
19 H 21.195 12.398 6.125
20 H 20.659 10.116 6.117
21 H 18.782 8.168 6.499
22 H 16.349 7.606 6.585
23 H 14.682 9.412 6.888
24 S 13.675 14.162 5.751
25 C 12.124 13.403 5.284
26 N 10.966 14.043 4.987
27 N 11.013 15.422 5.099
28 C 9.878 16.174 5.007
29 C 8.615 15.503 5.125
30 C 7.453 16.220 5.172
31 C 7.470 17.593 4.982
32 C 8.705 18.254 4.953
33 C 9.919 17.589 4.974
34 N 12.046 12.047 5.108
35 N 13.214 11.387 5.219
36 C 13.071 10.057 4.871
37 C 11.910 9.370 5.096
38 C 11.843 8.010 4.748
39 C 12.954 7.295 4.348
40 C 14.121 8.001 4.053
41 C 14.163 9.411 4.255
42 H 11.937 15.869 5.065
43 H 8.655 14.396 5.142
44 H 6.516 15.669 5.296
45 H 6.555 18.173 4.932
46 H 8.688 19.352 4.863
47 H 10.880 18.100 4.933
48 H 11.029 9.914 5.486
49 H 10.877 7.507 4.743
50 H 12.949 6.201 4.263
51 H 15.012 7.505 3.652
52 H 15.013 10.002 3.950
53 F 15.608 12.498 3.658

The lowest unoccupied orbital energy (spin up / spin down) is -4.17 / -4.26 eV. The charge is +1. Its spin multiplicity is 2. The largest force on an atom comes out at 4.05 eV/Å. The HOMO-LUMO gap (spin up / spin down) comes out at 6.14 / 5.86 eV. The expectation value of S² is 1.061.

Record 3
Below is C25H19IrOPSbSe5 as an isolated structure in a non-equilibrium geometry, with properties calculated with wB97M-V/def2-TZVPD.

Geometry (Å):
1 Ir 0.105 -0.008 -0.357
2 O 0.253 -1.212 2.155
3 C 0.249 -0.142 1.600
4 C 0.281 1.144 2.378
5 C 0.172 1.155 3.761
6 C 0.169 2.367 4.429
7 C 0.266 3.561 3.726
8 C 0.367 3.553 2.344
9 C 0.382 2.338 1.678
10 P 0.577 2.100 -0.097
11 C -0.251 3.510 -0.903
12 C -1.639 3.489 -1.034
13 C -2.318 4.591 -1.533
14 C -1.612 5.722 -1.915
15 C -0.227 5.750 -1.802
16 C 0.454 4.652 -1.298
17 C 2.347 2.465 -0.390
18 C 3.221 2.823 0.628
19 C 4.555 3.102 0.345
20 C 5.017 3.039 -0.958
21 C 4.150 2.669 -1.981
22 C 2.831 2.369 -1.697
23 H 0.059 0.214 4.284
24 H 0.048 2.389 5.505
25 H 0.216 4.504 4.255
26 H 0.400 4.481 1.785
27 H -2.201 2.597 -0.768
28 H -3.397 4.534 -1.603
29 H -2.141 6.585 -2.303
30 H 0.329 6.630 -2.103
31 H 1.529 4.701 -1.202
32 H 2.866 2.884 1.648
33 H 5.230 3.364 1.150
34 H 6.057 3.251 -1.177
35 H 4.510 2.594 -3.000
36 H 2.164 2.058 -2.491
37 Se 2.180 -1.088 -1.201
38 C 3.701 -0.717 -0.109
39 C 4.918 -0.441 -0.732
40 C 6.069 -0.213 0.010
41 C 6.026 -0.242 1.397
42 C 4.818 -0.519 2.027
43 C 3.671 -0.765 1.286
44 H 4.954 -0.397 -1.814
45 H 7.001 0.005 -0.501
46 H 6.920 -0.053 1.979
47 H 4.766 -0.555 3.109
48 H 2.747 -1.016 1.789
49 Se -3.309 2.791 2.620
50 Sb -4.397 1.340 1.023
51 Se -2.299 0.066 -0.330
52 Se -5.446 2.479 -0.834
53 Se -5.514 -0.620 1.857

The lowest unoccupied orbital energy is 3.94 eV. The charge is -2. The value obtained for the relative energy (zero: lowest compared OMol25 entry of this formula, charge and spin) is 0.0 kJ/mol. The largest force on an atom comes out at 1.41 eV/Å. The HOMO-LUMO gap comes out at 5.48 eV.

Record 4
Below is C25H20AgN7O3P as an isolated structure, with properties calculated with wB97M-V/def2-TZVPD.

Geometry (Å):
1 Ag -2.548 0.359 -0.191
2 O -2.918 -0.568 4.043
3 C -2.085 -0.115 3.265
4 O -2.181 0.037 2.010
5 C -0.733 0.349 3.804
6 C -0.446 0.094 5.139
7 C 0.774 0.449 5.689
8 C 1.718 1.075 4.891
9 C 1.436 1.341 3.559
10 C 0.213 0.985 2.990
11 P -0.167 1.393 1.220
12 C 1.321 2.424 0.826
13 C 2.562 1.954 0.409
14 C 3.606 2.831 0.148
15 C 3.429 4.197 0.309
16 C 2.196 4.683 0.725
17 C 1.154 3.802 0.968
18 C 0.321 -0.133 0.325
19 C 0.590 -0.005 -1.109
20 C 1.109 -0.988 -1.863
21 C 1.322 -2.345 -1.332
22 C 0.710 -2.465 0.043
23 C 0.392 -1.352 0.898
24 H -1.215 -0.396 5.722
25 H 0.988 0.239 6.730
26 H 2.680 1.361 5.299
27 H 2.188 1.836 2.961
28 H 2.722 0.889 0.293
29 H 4.563 2.442 -0.178
30 H 4.245 4.880 0.106
31 H 2.045 5.748 0.850
32 H 0.188 4.188 1.275
33 H 0.449 0.972 -1.563
34 H 1.400 -0.776 -2.885
35 H 2.241 -2.881 -1.567
36 H -0.131 -4.214 0.668
37 H 0.255 -1.491 1.964
38 N -2.539 -2.220 -0.042
39 C -2.429 -2.676 -1.369
40 O -3.435 -2.540 -2.093
41 C -1.183 -3.203 -1.786
42 C 0.080 -3.149 -1.068
43 N 0.663 -3.944 0.079
44 C -1.088 -3.626 -3.129
45 N -0.975 -3.965 -4.233
46 H -3.509 -2.183 0.245
47 H -1.934 -2.623 0.656
48 N -2.375 -1.084 -4.373
49 C -1.662 0.006 -4.623
50 N -0.727 -0.053 -5.592
51 N -1.790 1.178 -4.009
52 C -2.550 1.207 -2.956
53 N -3.206 1.348 -2.003
54 H -2.016 -1.974 -4.701
55 H -2.915 -1.192 -3.509
56 H -0.580 -0.891 -6.123
57 H -0.222 0.785 -5.808

The lowest unoccupied orbital energy is 2.60 eV. The charge is -1. The value obtained for the relative energy (zero: lowest compared OMol25 entry of this formula, charge and spin) is 9.7 kJ/mol. The largest force on an atom comes out at 0.41 eV/Å. The HOMO-LUMO gap comes out at 7.17 eV.

Record 5
Below is C25H20AlClF4N8O2 as an isolated structure in a non-equilibrium geometry, with properties calculated with wB97M-V/def2-TZVPD.

Geometry (Å):
1 Al 1.092 -0.032 -0.766
2 C 2.950 -0.649 -2.922
3 C 2.251 0.644 -3.327
4 N 1.810 1.362 -2.120
5 C 2.861 2.193 -1.530
6 C 3.588 1.384 -0.496
7 C 4.872 1.635 -0.045
8 C 5.399 0.814 0.944
9 C 4.629 -0.219 1.458
10 C 3.345 -0.396 0.966
11 C 2.373 -1.413 1.493
12 N 1.293 -1.651 0.524
13 C 1.491 -2.861 -0.290
14 C 2.518 -2.538 -1.367
15 N 2.004 -1.360 -2.064
16 N 2.862 0.385 0.005
17 H 3.853 -0.427 -2.349
18 H 3.232 -1.230 -3.806
19 H 1.363 0.410 -3.918
20 H 2.910 1.265 -3.935
21 H 1.031 1.955 -2.415
22 H 2.412 3.051 -1.019
23 H 3.546 2.578 -2.291
24 H 5.451 2.447 -0.458
25 H 6.400 0.979 1.310
26 H 5.010 -0.866 2.231
27 H 1.952 -1.003 2.417
28 H 2.889 -2.341 1.754
29 H 0.428 -1.787 1.044
30 H 0.537 -3.101 -0.771
31 H 1.803 -3.716 0.318
32 H 2.673 -3.386 -2.040
33 H 3.475 -2.290 -0.904
34 H 1.234 -1.670 -2.661
35 Cl -0.976 1.789 -3.558
36 C -2.220 0.907 -2.663
37 C -1.667 0.137 -1.469
38 O -2.359 -0.069 -0.503
39 O -0.426 -0.247 -1.542
40 H -2.695 0.215 -3.363
41 H -2.959 1.629 -2.309
42 F -1.658 -0.833 2.073
43 C -2.863 -0.245 2.131
44 C -3.976 -1.013 2.306
45 F -3.845 -2.328 2.400
46 C -5.289 -0.429 2.370
47 C -5.338 1.004 2.274
48 C -4.206 1.767 2.167
49 F -4.314 3.086 2.099
50 C -2.916 1.176 2.032
51 C -1.776 1.932 1.731
52 C -0.628 1.374 1.221
53 N 0.346 1.016 0.694
54 C -1.727 3.350 1.736
55 N -1.634 4.489 1.704
56 F -6.515 1.599 2.299
57 C -6.439 -1.192 2.531
58 C -7.752 -0.667 2.509
59 N -8.839 -0.308 2.472
60 C -6.420 -2.589 2.748
61 N -6.443 -3.719 2.940

The lowest unoccupied orbital energy (spin up / spin down) is -8.39 / -8.37 eV. The charge is +2. The largest force on an atom comes out at 2.07 eV/Å. The HOMO-LUMO gap (spin up / spin down) comes out at 5.77 / 5.80 eV.